## 1
DFT (wB97M-V/def2-TZVPD) results for the ion C5H10N3O with charge +1.

As for the net charge: +1. The gap between HOMO and LUMO comes out at 8.7966 eV. Its structure (SMILES) is CO[C@H]1C=CN=CN1[NH3+]. The molecular weight comes out at 128.16 g/mol.

Positions of all 19 atoms, in Å:
C  0.72703  -1.39572  0.84654
C  1.77571  -1.30577  0.01605
C  1.55524  0.88190  -0.49920
C  -0.34541  -0.32317  1.01249
C  -1.57838  -0.99601  -0.91726
N  2.22694  -0.19288  -0.61678
N  0.43316  0.95625  0.29195
N  -0.43147  2.11129  0.20986
O  -1.56645  -0.41888  0.40061
H  0.39190  -2.21470  1.35709
H  2.19506  -2.28392  0.00242
H  1.94260  1.69175  -0.97839
H  -0.30980  0.17166  2.06988
H  -0.79098  -0.75394  -1.49816
H  -2.60039  -0.82460  -1.26709
H  -1.64686  -2.02734  -0.73390
H  -0.07007  2.92707  0.53177
H  -1.25658  1.74608  0.66508
H  -0.65124  2.25090  -0.89297

=====

## 2
DFT (wB97M-V/def2-TZVPD) results for the ion C5H10N3O with charge +1.

As for the net charge: +1. The gap between HOMO and LUMO comes out at 9.9918 eV. Its structure (SMILES) is C=[N+](N)/C=C\N(C)C=O. The molecular weight comes out at 128.16 g/mol.

Positions of all 19 atoms, in Å:
C  -1.31910  -0.20799  -1.22335
C  -1.37412  0.03145  0.08554
C  -0.72661  -1.49066  1.77998
C  0.61270  -1.14530  -0.74425
C  0.38469  0.77642  1.71079
N  -0.01763  -0.47493  -1.64144
N  0.70301  0.57227  -2.23863
N  -0.26072  -0.27460  0.97534
O  -1.30704  -2.38887  1.32308
H  -2.04341  0.00823  -1.92941
H  -2.38562  0.33565  0.43522
H  -0.56759  -1.54820  2.84901
H  0.24330  -2.05189  -0.39732
H  1.67377  -0.95167  -0.83514
H  1.45490  0.86337  1.70351
H  0.07623  1.71398  1.37847
H  0.06815  0.79206  2.70598
H  0.07493  1.36573  -2.43974
H  1.06168  0.42247  -3.11854

=====

## 3
DFT (wB97M-V/def2-TZVPD) results for the ion C5H10N3O with charge +1.

As for the net charge: +1. The gap between HOMO and LUMO comes out at 11.0293 eV. Its structure (SMILES) is O=C1CC[N@H+]2CNCN12. The molecular weight comes out at 128.16 g/mol.

Positions of all 19 atoms, in Å:
C  0.25151  1.39101  -1.20219
C  -0.56561  2.07286  -0.07638
C  -0.60805  1.05136  1.02325
C  0.45429  -1.21083  -1.25874
C  -0.14017  -1.53661  0.82983
N  0.44834  -2.24461  -0.24711
N  0.66085  0.04393  -0.59889
N  0.38409  -0.11351  0.80031
O  0.40770  1.68457  -2.36022
H  -0.07214  3.05338  0.11025
H  -1.56473  2.32774  -0.41479
H  -0.42991  1.45049  2.12512
H  -1.54676  0.42917  1.07101
H  1.36217  -1.44267  -1.95577
H  -0.56871  -1.31404  -1.77097
H  -1.31809  -1.36335  0.84740
H  0.17662  -1.91056  1.81026
H  1.33276  -2.50727  0.08636
H  1.33582  0.13894  1.18129

=====

What is the stability order? It is 3, 2, 1, from most stable to least stable.

=====

## 1
DFT (wB97M-V/def2-TZVPD) results for a cluster of 4 separate species, C16H44N4O4 in total.

As for the net charge: 0. The gap between HOMO and LUMO comes out at 9.5045 eV. Its structure (SMILES) is COC[C@H](C)N.COC[C@H](C)N.COC[C@H](C)N.COC[C@H](C)N. The molecular weight comes out at 356.55 g/mol.

Positions of all 68 atoms, in Å:
C  1.92556  3.30854  1.80483
C  2.28856  3.41791  3.27205
C  2.66679  4.82059  3.73752
O  3.07343  4.78521  5.11737
C  3.26522  6.07503  5.65023
N  1.26043  2.85898  4.11179
H  2.85747  3.44633  1.25128
H  1.16199  4.02955  1.50285
H  1.54549  2.34389  1.46672
H  3.21466  2.85368  3.43506
H  1.90265  5.51750  3.37600
H  3.58119  5.13020  3.21703
H  2.31878  6.62635  5.65946
H  4.01415  6.74032  5.21328
H  3.51308  5.94070  6.70374
H  1.52505  3.10465  5.06029
H  0.28382  3.07593  3.98549
C  -2.28723  -3.53815  2.84557
C  -2.89278  -4.86920  2.45932
C  -1.96896  -6.06249  2.84054
O  -2.55831  -7.30461  2.60637
C  -1.76171  -8.42942  2.90114
N  -4.13884  -5.18222  3.30742
H  -1.56003  -3.15060  2.13703
H  -1.96390  -3.51951  3.88947
H  -3.13362  -2.84737  2.92291
H  -3.18006  -4.92010  1.40895
H  -1.50212  -5.94631  3.82457
H  -1.11499  -5.97313  2.14403
H  -0.84552  -8.43263  2.30821
H  -2.32519  -9.27078  2.48655
H  -1.69743  -8.68977  3.95863
H  -4.03546  -6.18454  3.34190
H  -3.98440  -4.73431  4.20249
C  2.00775  2.42163  -1.78902
C  2.13014  0.93055  -1.99979
C  1.77653  0.03811  -0.80422
O  0.61198  0.52102  -0.09513
C  0.31049  -0.31989  0.98474
N  1.41761  0.46754  -3.21059
H  0.96537  2.69484  -1.95345
H  2.62406  2.93257  -2.52958
H  2.35348  2.76399  -0.81703
H  3.16409  0.58600  -2.11798
H  2.58742  0.04986  -0.06741
H  1.65222  -0.99473  -1.14001
H  -0.46450  0.19444  1.56229
H  1.04991  -0.38423  1.79283
H  -0.05354  -1.30405  0.68185
H  0.41868  0.59642  -3.05966
H  1.50239  -0.54358  -3.23753
C  -1.38770  2.06412  -7.56720
C  -0.85906  1.57872  -6.20816
C  -1.74436  0.48142  -5.55906
O  -1.48812  0.51658  -4.16134
C  -2.41607  -0.27818  -3.44351
N  0.52480  1.19085  -6.34208
H  -0.68273  2.75084  -8.03007
H  -2.34319  2.56787  -7.39789
H  -1.62900  1.28019  -8.28834
H  -0.82267  2.39806  -5.48734
H  -1.44372  -0.50168  -5.93920
H  -2.80881  0.59953  -5.78833
H  -1.92878  -0.55512  -2.51215
H  -2.65389  -1.21141  -3.97330
H  -3.41157  0.17534  -3.43566
H  0.88480  0.96835  -5.41238
H  0.70825  0.30384  -6.80443

=====

## 2
DFT (wB97M-V/def2-TZVPD) results for a cluster of 4 separate species, C16H44N4O4 in total.

As for the net charge: 0. The gap between HOMO and LUMO comes out at 9.5647 eV. Its structure (SMILES) is COC[C@H](C)N.COC[C@H](C)N.COC[C@H](C)N.COC[C@H](C)N. The molecular weight comes out at 356.55 g/mol.

Positions of all 68 atoms, in Å:
C  13.40631  -7.32787  30.95779
C  12.36710  -7.96436  29.98067
C  11.23609  -6.97214  29.49028
O  10.32909  -7.56041  28.58859
C  9.09104  -6.84167  28.27411
N  13.11550  -8.19862  28.83226
H  14.36691  -7.84284  30.97046
H  12.97709  -7.18800  31.94991
H  13.61413  -6.31720  30.60643
H  11.88169  -8.86132  30.36532
H  11.53585  -6.05770  28.97837
H  10.66423  -6.57210  30.32757
H  8.44518  -6.87063  29.15169
H  8.53983  -7.32069  27.46493
H  9.26459  -5.77656  28.12061
H  13.50654  -7.36826  28.41073
H  12.36730  -8.47706  28.21357
C  9.43382  0.06190  33.15082
C  10.29872  1.12322  32.44704
C  10.32837  0.92545  30.87840
O  10.86101  2.10587  30.27903
C  10.75328  2.00192  28.88454
N  9.92873  2.40785  32.96003
H  10.05972  -0.82208  33.27307
H  8.60724  -0.11468  32.46257
H  9.04729  0.47869  34.08086
H  11.29929  0.98568  32.85698
H  9.27567  0.79869  30.62574
H  10.74333  -0.00987  30.50278
H  9.74715  2.20871  28.51979
H  11.10986  1.03370  28.53313
H  11.46706  2.75293  28.54600
H  10.52940  3.00310  32.40778
H  9.01441  2.63455  32.59568
C  11.75753  -3.76879  32.26560
C  12.97309  -2.71775  31.96495
C  13.58198  -2.72278  30.54621
O  14.19137  -3.96235  30.50136
C  14.64055  -4.39048  29.15536
N  12.39722  -1.39654  32.22699
H  11.20672  -3.73762  33.20567
H  12.08485  -4.80509  32.18166
H  10.94623  -3.69897  31.54102
H  13.86419  -2.87006  32.57392
H  14.28351  -1.91360  30.34329
H  12.77258  -2.68368  29.81721
H  15.24950  -5.28964  29.24917
H  15.25349  -3.71579  28.55769
H  13.68053  -4.71679  28.75541
H  12.52610  -1.22304  33.21359
H  12.98422  -0.68276  31.81950
C  16.15931  -2.67579  34.19521
C  16.75797  -2.10959  32.84519
C  16.54110  -0.55236  32.59119
O  15.05038  -0.29730  32.59955
C  14.90131  1.06047  32.32384
N  18.17915  -2.39213  32.74628
H  16.22794  -3.76313  34.22809
H  15.09827  -2.50202  34.37436
H  16.69234  -2.23029  35.03515
H  16.21925  -2.57392  32.01918
H  16.98049  -0.25756  31.63823
H  17.12958  0.02039  33.30796
H  15.53231  1.75236  32.88170
H  13.84358  1.23570  32.52027
H  15.19082  1.30353  31.30147
H  18.36741  -3.32532  33.08363
H  18.65110  -2.29703  31.85841

=====

What is the stability order? It is 1, 2, from most stable to least stable.

=====

## 1
DFT (wB97M-V/def2-TZVPD) results for a cluster of 2 separate species, C9H17NO2 in total.

As for the net charge: 0. The gap between HOMO and LUMO (spin up / spin down) comes out at 8.0794 / 8.0548 eV. The molecular weight comes out at 171.24 g/mol.

Positions of all 29 atoms, in Å:
C  -2.78868  -0.46423  0.29642
C  -0.35762  0.26316  0.48562
C  0.72537  -0.71990  0.66479
C  0.67226  0.07265  -0.68238
C  0.28053  -2.15763  0.64878
C  1.90602  -0.45213  1.55311
C  1.64088  1.14443  -0.97343
C  0.24652  -0.73432  -1.85220
C  -0.66286  1.57314  1.17526
N  -3.04656  0.33066  -0.73274
O  -3.39114  -1.26612  0.90483
O  -1.13899  2.61557  0.23313
H  1.01695  -2.83148  0.11416
H  -0.61878  -2.13210  0.16251
H  0.44085  -2.56782  1.69997
H  2.15287  -1.21439  2.25452
H  1.85820  0.52180  1.88304
H  2.81076  -0.60380  0.79628
H  1.66886  1.18921  -2.09292
H  2.57825  0.75961  -0.56696
H  1.67293  2.14009  -0.49221
H  -0.81986  -1.06989  -1.57660
H  1.01297  -1.57306  -1.91388
H  -0.05920  -0.14135  -2.84746
H  0.29362  1.87100  1.69764
H  -1.50517  1.53869  1.83421
H  -2.30056  0.93353  -0.96528
H  -3.84521  0.15123  -1.34597
H  -0.44321  2.82343  -0.36221

=====

## 2
DFT (wB97M-V/def2-TZVPD) results for an isolated molecule of C9H17NO2.

As for the net charge: 0. The gap between HOMO and LUMO comes out at 9.8144 eV. Its structure (SMILES) is CC(C)C(C)(C)N1CCOC1=O. The molecular weight comes out at 171.24 g/mol.

Positions of all 29 atoms, in Å:
O  0.46033  -2.61092  -0.37777
O  -1.73400  -2.55442  -0.81792
C  -0.59269  -2.03676  -0.36603
N  -0.69964  -0.72707  0.14204
C  0.35943  1.31053  -1.59437
C  2.43675  0.21197  -0.88765
C  1.25166  -0.51994  1.76492
C  -0.35427  1.34149  1.57107
C  -2.64344  -1.47484  -0.83911
C  -2.04647  -0.36516  0.02362
C  1.16428  0.91539  -0.36871
C  0.34768  0.16807  0.73945
H  -0.01626  0.45100  -2.17039
H  -0.51297  1.89033  -1.31356
H  0.97470  1.86682  -2.29743
H  3.14784  0.02966  -0.09207
H  2.90598  0.82462  -1.70179
H  2.20176  -0.75526  -1.34944
H  1.78429  -1.33585  1.34073
H  1.99260  0.19928  2.17513
H  0.66272  -0.86735  2.60273
H  0.40187  1.95786  2.08815
H  -0.93995  2.00234  0.93412
H  -0.98539  0.93443  2.36576
H  -2.82752  -1.14168  -1.87861
H  -3.63500  -1.76766  -0.40135
H  -2.45603  -0.38809  1.03717
H  -2.17680  0.61328  -0.44520
H  1.52856  1.82794  0.11649

=====

What is the stability order? It is 2, 1, from most stable to least stable.